[1]
Entry from the OMol25 dataset: a cluster of 2 separate species, C5H8O in total (ωB97M-V with the def2-TZVPD basis set).

Cartesian coordinates (Å):
O: 0.9361 -2.0199 0.9788
C: -1.5131 0.5708 -0.8841
C: 0.9474 -0.6703 1.1871
C: 1.4000 1.0975 -0.6104
C: -1.5045 -0.2164 0.1856
C: 1.4407 0.2346 0.3673
H: -1.6734 0.1786 1.1826
H: 2.2082 1.7094 -0.9933
H: -1.3552 -1.2884 0.1120
H: 1.2033 -2.1852 0.0634
H: 0.5469 -0.4161 2.1640
H: -1.3513 0.1694 -1.8806
H: -1.6950 1.6380 -0.7992
H: 0.4098 1.1980 -1.0732

Computed properties:
* multiplicity: 1
* energy above the lowest of the compared OMol25 structures with the same formula, charge and spin: 81.97 kcal per mole
* structure (SMILES): C=C=CO.C=C
* HOMO-LUMO gap: 9.72 eV
* highest occupied orbital energy: -8.83 eV

[2]
Entry from the OMol25 dataset: the molecule C5H8O (ωB97M-V with the def2-TZVPD basis set).

Cartesian coordinates (Å):
O: 0.1726 -2.4198 -0.2269
C: -0.8101 0.7127 -0.5360
C: 0.7242 -0.2704 0.9752
C: -0.0036 -0.1429 -1.3728
C: 0.0021 -1.1977 -0.0607
C: -0.0560 1.0543 0.7148
H: -1.1419 -0.8563 0.3177
H: -1.7966 1.1191 -0.7768
H: 0.6303 -0.6307 2.0077
H: -0.4906 -0.5809 -2.2463
H: 1.7929 -0.2139 0.7227
H: -0.7025 1.3656 1.5438
H: 1.0213 0.1884 -1.5796
H: 0.6578 1.8725 0.5172

Computed properties:
* multiplicity: 1
* energy above the lowest of the compared OMol25 structures with the same formula, charge and spin: 94.90 kcal per mole
* HOMO-LUMO gap: 7.77 eV
* highest occupied orbital energy: -8.42 eV

[3]
Entry from the OMol25 dataset: the molecule C5H8O (ωB97M-V with the def2-TZVPD basis set).

Cartesian coordinates (Å):
O: -1.3189 -0.9848 -1.6906
C: 0.0313 2.0343 1.9548
C: 0.7847 -1.7687 -0.9233
C: -0.0469 -0.5378 -1.2479
C: -0.1162 0.3471 -0.0872
C: 0.0484 1.1192 0.8245
H: 0.9080 1.9409 2.6073
H: -0.8489 1.7611 2.5268
H: -0.0191 3.0735 1.6040
H: 0.4533 0.0419 -2.0398
H: -1.9280 -0.2393 -1.6232
H: 0.8189 -2.4116 -1.8051
H: 0.3285 -2.3208 -0.0960
H: 1.8020 -1.4824 -0.6393

Computed properties:
* multiplicity: 1
* energy above the lowest of the compared OMol25 structures with the same formula, charge and spin: 44.85 kcal per mole
* structure (SMILES): CC#C[C@@H](C)O
* HOMO-LUMO gap: 10.39 eV
* highest occupied orbital energy: -9.56 eV

[4]
Entry from the OMol25 dataset: a structure of composition C5H8O (ωB97M-V with the def2-TZVPD basis set).

Cartesian coordinates (Å):
O: 1.4276 1.2525 -1.1704
C: 1.7928 0.5156 -0.1202
C: 0.7930 0.0750 0.7239
C: -1.3315 -0.2892 -0.5761
C: -0.6057 0.7050 0.3563
C: -0.4758 -1.2558 0.1251
H: 0.4469 1.4774 -0.8870
H: -1.1337 -0.1769 -1.6478
H: 1.0563 -0.3149 1.7095
H: -2.4040 -0.3749 -0.3849
H: -1.1988 0.9063 1.2590
H: 0.2242 -1.8952 -0.4172
H: 2.8642 0.3561 0.0023
H: -0.8782 -1.7101 1.0310

Computed properties:
* multiplicity: 1
* energy above the lowest of the compared OMol25 structures with the same formula, charge and spin: 114.09 kcal per mole
* HOMO-LUMO gap (alpha / beta): 7.32 / 7.32 eV
* highest occupied orbital energy (alpha / beta): -7.04 / -7.04 eV

[5]
Entry from the OMol25 dataset: a cluster of 2 separate species, C5H8O in total (ωB97M-V with the def2-TZVPD basis set).

Cartesian coordinates (Å):
O: 2.9150 0.0560 0.7121
C: 1.8495 0.4345 1.1242
C: -0.4372 -0.3445 -0.5477
C: -1.5663 -0.2299 0.3795
C: -1.2944 0.8355 -0.6871
C: 0.5555 -1.0741 -1.0191
H: 1.2411 -0.1554 1.8397
H: 1.1647 -0.7324 -1.8519
H: -2.3990 -0.9160 0.2465
H: -1.9386 0.8881 -1.5609
H: -0.9446 1.8040 -0.3306
H: -1.3890 0.0602 1.4153
H: 1.4058 1.4066 0.8245
H: 0.8260 -2.0242 -0.5646

Computed properties:
* multiplicity: 1
* energy above the lowest of the compared OMol25 structures with the same formula, charge and spin: 70.88 kcal per mole
* structure (SMILES): C=C1CC1.C=O
* HOMO-LUMO gap: 10.73 eV
* highest occupied orbital energy: -9.85 eV

[6]
Entry from the OMol25 dataset: a structure of composition C5H8O in a non-equilibrium geometry (ωB97M-V with the def2-TZVPD basis set).

Cartesian coordinates (Å):
O: 0.1242 1.7153 -1.1518
C: 1.0022 -0.0015 0.3911
C: -1.2263 -1.0096 -1.0884
C: 0.6968 0.4775 -1.0090
C: -1.2826 -0.9098 0.2261
C: -0.2903 -0.2583 1.1697
H: -0.0923 -0.4438 -1.7143
H: -0.1064 -0.8976 2.0440
H: -0.7000 1.7465 -0.6409
H: 1.5588 0.4391 -1.6776
H: -0.7092 0.6817 1.5642
H: 1.6292 0.7413 0.9071
H: -2.1867 -1.3507 0.6608
H: 1.5825 -0.9301 0.3190

Computed properties:
* multiplicity: 1
* energy above the lowest of the compared OMol25 structures with the same formula, charge and spin: 103.44 kcal per mole
* HOMO-LUMO gap: 9.48 eV
* highest occupied orbital energy: -8.85 eV

[7]
Entry from the OMol25 dataset: the molecule C5H8O in a non-equilibrium geometry (ωB97M-V with the def2-TZVPD basis set).

Cartesian coordinates (Å):
O: -1.1188 1.8306 0.3886
C: 1.1090 -0.8214 0.3109
C: 1.1359 0.6659 -0.1625
C: -0.3626 -0.6793 0.6869
C: -0.3262 0.7170 0.1972
C: -1.1232 -0.3807 -0.5826
H: -2.2112 -0.4369 -0.4196
H: 1.2998 -1.5653 -0.4668
H: -0.8902 -1.1126 1.5233
H: 1.7498 -1.0056 1.1702
H: -1.5678 1.3726 -0.3826
H: 1.7592 1.3021 0.4739
H: -0.8054 -0.7513 -1.5549
H: 1.3598 0.8819 -1.2122

Computed properties:
* multiplicity: 1
* energy above the lowest of the compared OMol25 structures with the same formula, charge and spin: 72.85 kcal per mole
* structure (SMILES): O[C@@]12CC[C@@H]1C2
* HOMO-LUMO gap: 10.47 eV
* highest occupied orbital energy: -9.34 eV

[8]
Entry from the OMol25 dataset: the molecule C5H8O in a non-equilibrium geometry (ωB97M-V with the def2-TZVPD basis set).

Cartesian coordinates (Å):
O: -1.8558 -1.3485 -0.1466
C: 0.1464 -0.2294 0.2904
C: 2.7503 -0.0871 -0.1042
C: -1.9678 0.9561 -0.1321
C: 1.3543 -0.0149 0.1733
C: -1.2114 -0.1771 0.3979
H: 3.0572 -1.0266 -0.7367
H: -1.4048 -0.1850 1.4691
H: -3.0316 0.9011 0.0538
H: -1.0392 -2.1511 -0.3627
H: -1.8641 0.9218 -1.1799
H: -1.6244 2.0396 0.0327
H: 3.3453 0.8395 -0.4331
H: 3.3453 -0.4383 0.6782

Computed properties:
* multiplicity: 1
* energy above the lowest of the compared OMol25 structures with the same formula, charge and spin: 87.87 kcal per mole
* structure (SMILES): CC#C[C@@H](C)O
* HOMO-LUMO gap: 9.90 eV
* highest occupied orbital energy: -9.28 eV

[9]
Entry from the OMol25 dataset: the molecule C5H8O in a non-equilibrium geometry (ωB97M-V with the def2-TZVPD basis set).

Cartesian coordinates (Å):
O: -1.8892 -1.0239 -0.5430
C: 1.5489 0.3790 -0.2461
C: 0.3260 -0.1625 -0.0151
C: 2.8717 0.4895 0.0780
C: -0.6176 -0.6594 -1.0356
C: -2.5887 0.0676 0.0025
H: -2.8079 0.8286 -0.7655
H: 1.6871 0.9778 -1.1663
H: -0.2162 -1.5702 -1.5017
H: -2.0157 0.5396 0.8123
H: -0.7396 0.0916 -1.8439
H: 3.3672 1.4303 -0.1620
H: 3.4991 -0.3406 0.3729
H: -3.5325 -0.3149 0.3988

Computed properties:
* multiplicity: 1
* energy above the lowest of the compared OMol25 structures with the same formula, charge and spin: 132.23 kcal per mole
* HOMO-LUMO gap (alpha / beta): 7.73 / 7.46 eV
* highest occupied orbital energy (alpha / beta): -8.40 / -8.05 eV

[10]
Entry from the OMol25 dataset: the molecule C5H8O in a non-equilibrium geometry (ωB97M-V with the def2-TZVPD basis set).

Cartesian coordinates (Å):
O: 0.7643 0.1538 1.6546
C: 0.2745 0.9407 0.6549
C: 0.7031 -0.9266 -0.1838
C: 1.1682 0.4094 -0.5851
C: -1.1208 0.4307 0.2000
C: -0.7826 -1.0199 -0.2090
H: 1.3453 -1.7897 -0.0456
H: -1.1935 -1.2921 -1.1942
H: 0.7670 0.8263 -1.5131
H: -1.8541 0.4659 1.0090
H: 2.2527 0.5255 -0.4939
H: -1.1042 -1.7802 0.5025
H: -1.4906 1.0257 -0.6401
H: 0.2702 2.0334 0.8234

Computed properties:
* multiplicity: 1
* energy above the lowest of the compared OMol25 structures with the same formula, charge and spin: 80.65 kcal per mole
* HOMO-LUMO gap (alpha / beta): 8.41 / 8.41 eV
* highest occupied orbital energy (alpha / beta): -8.65 / -8.65 eV

[11]
Entry from the OMol25 dataset: the molecule C5H8O in a non-equilibrium geometry (ωB97M-V with the def2-TZVPD basis set).

Cartesian coordinates (Å):
O: 3.5241 0.0693 0.2056
C: -1.8007 -0.5397 -0.0944
C: -1.1754 0.7791 0.2508
C: 1.1575 -0.4004 0.0854
C: -0.2634 -0.1134 -0.4887
C: 2.2833 0.1922 -0.3617
H: -2.5180 -0.4905 -0.9116
H: -0.7764 1.1067 1.1308
H: 1.2026 -1.3087 0.7051
H: -1.5805 1.5863 -0.2461
H: -0.0896 0.1512 -1.5015
H: -2.0038 -1.3300 0.6393
H: 2.2291 1.0650 -0.9959
H: 3.7929 -0.7924 0.5055

Computed properties:
* multiplicity: 1
* energy above the lowest of the compared OMol25 structures with the same formula, charge and spin: 66.70 kcal per mole
* structure (SMILES): O/C=C/C1CC1
* HOMO-LUMO gap: 9.60 eV
* highest occupied orbital energy: -8.60 eV

[12]
Entry from the OMol25 dataset: the molecule C5H8O (ωB97M-V with the def2-TZVPD basis set).

Cartesian coordinates (Å):
O: -0.4316 -1.1325 -0.6668
C: 0.5590 0.9853 0.8664
C: -0.7468 1.1803 0.1710
C: 1.4521 0.2385 -0.0409
C: 0.7500 -1.1558 0.0890
C: -1.3744 -0.2109 -0.1782
H: -0.5960 1.7326 -0.7699
H: 2.4901 0.1725 0.2996
H: -2.1131 -0.0792 -0.9732
H: 1.4149 0.4799 -1.1144
H: -1.4720 1.7238 0.7883
H: 0.5525 -1.3967 1.1459
H: -1.8809 -0.6078 0.7139
H: 1.3963 -1.9300 -0.3306

Computed properties:
* multiplicity: 1
* energy above the lowest of the compared OMol25 structures with the same formula, charge and spin: 94.28 kcal per mole
* HOMO-LUMO gap: 8.23 eV
* highest occupied orbital energy: -8.19 eV

no.,DFT total energy (hartree)
1,-270.42726
2,-270.40666
3,-270.48642
4,-270.37608
5,-270.44494
6,-270.39305
7,-270.44180
8,-270.41787
9,-270.34717
10,-270.42937
11,-270.45159
12,-270.40765